1.
{"formula": "C9H12N3O", "method": "ωB97M-V with the def2-TZVPD basis set", "e_above_lowest_ev": 2.5395, "gap_ha": 0.31669, "total_charge": 1, "molar_mass_g_mol": 178.2, "lumo_ev": -3.38, "symbols": ["C", "C", "N", "C", "C", "C", "C", "C", "C", "C", "N", "N", "O", "H", "H", "H", "H", "H", "H", "H", "H", "H", "H", "H", "H"], "positions_angstrom": [[2.124, 1.827, -1.015], [1.538, 1.163, 0.232], [0.180, 1.433, 0.569], [-0.913, 0.644, 0.234], [-2.263, 1.094, 0.352], [-3.265, 0.165, 0.373], [-3.052, -1.079, -0.102], [-1.754, -1.504, -0.325], [-0.676, -0.679, -0.127], [0.667, -1.235, 0.099], [0.987, -2.528, 0.064], [1.631, -0.353, 0.197], [2.861, -0.815, 0.455], [1.410, 1.445, -1.922], [3.191, 1.581, -1.094], [2.070, 2.858, -0.884], [2.162, 1.428, 1.092], [-0.116, 2.402, 0.877], [-2.425, 1.933, 0.943], [-4.223, 0.617, 0.666], [-3.888, -1.829, -0.262], [-1.737, -2.543, -0.785], [0.145, -3.158, -0.058], [1.907, -2.860, 0.254], [3.437, -0.008, 0.167]], "forces_ev_per_angstrom": [[-2.1, -3.3, -1.6], [-0.1, -1.0, 0.6], [-2.2, 2.3, 0.5], [0.2, 0.5, -0.3], [2.5, -1.6, 1.1], [-1.3, 2.6, -0.3], [-0.9, -3.2, -0.7], [-1.9, -2.2, -1.4], [0.9, -0.6, 0.8], [0.4, 0.8, -1.4], [-3.2, -0.4, -0.2], [-1.2, 1.7, 0.0], [3.0, 1.8, -0.5], [2.2, 1.2, 1.8], [-0.3, -0.1, -0.5], [-0.3, 1.8, 0.0], [-0.1, 0.0, 0.1], [1.1, -1.7, -0.6], [-0.2, 2.0, 0.3], [0.1, -0.9, -0.2], [1.1, 1.2, 0.3], [0.7, 1.3, 0.9], [2.0, 0.7, 0.4], [0.4, -0.2, 0.0], [-0.8, -2.5, 0.7]], "mulliken_charge": [-1.04, -0.57, -0.18, 0.69, -0.82, -0.46, -0.57, -0.97, 0.68, 0.84, -0.41, 0.36, -0.51, 0.23, 0.44, 0.39, 0.47, 0.29, 0.34, 0.38, 0.32, 0.22, 0.21, 0.23, 0.43]}

---

2.
{"formula": "C5H14NO2", "method": "ωB97M-V with the def2-TZVPD basis set", "e_above_lowest_ev": 1.3683, "gap_ha": 0.43404, "total_charge": 1, "molar_mass_g_mol": 120.2, "lumo_ev": -2.87, "symbols": ["O", "C", "C", "N", "C", "C", "C", "H", "H", "H", "H", "H", "H", "H", "H", "H", "H", "H", "H", "H", "H", "O"], "positions_angstrom": [[-2.506, 1.277, -0.500], [-1.744, 0.115, -0.881], [-0.687, -0.091, 0.239], [0.235, 1.130, 0.037], [1.304, 0.673, -1.000], [0.885, -0.735, -1.441], [0.335, -1.185, -0.071], [-3.234, 0.968, 0.037], [-2.322, -0.794, -1.071], [-1.346, 0.459, -1.831], [-1.086, -0.128, 1.247], [-0.252, 2.002, -0.153], [0.731, 1.167, 0.919], [2.195, 0.663, -0.383], [1.336, 1.374, -1.830], [1.791, -1.287, -1.689], [0.146, -0.828, -2.217], [-0.094, -2.175, 0.083], [1.179, -1.169, 0.623], [1.855, -0.668, 3.197], [0.345, -0.327, 3.730], [0.932, -0.441, 2.957]], "forces_ev_per_angstrom": [[0.1, -0.8, -0.1], [-0.4, 0.8, 1.0], [0.9, 0.3, -2.0], [0.3, -1.3, 0.5], [-1.1, 0.5, -0.6], [0.9, -0.5, 1.9], [-0.4, -0.5, 0.0], [-0.4, 0.2, 0.3], [-0.2, 0.2, 0.2], [0.5, -0.4, 0.0], [-0.1, 0.3, 0.0], [-0.2, 0.0, -0.1], [0.1, 0.7, 0.4], [0.4, -0.1, -0.6], [0.2, 0.2, 0.3], [-0.2, -0.1, -0.2], [0.1, 0.3, -0.4], [-0.1, -0.1, -0.6], [-0.3, 0.2, 0.2], [-1.2, 0.2, 0.4], [1.1, -0.2, -0.2], [0.1, 0.2, -0.2]], "mulliken_charge": [-0.53, -0.83, 0.13, -0.18, -0.58, -0.64, -0.58, 0.35, 0.38, 0.41, 0.37, 0.35, 0.36, 0.36, 0.35, 0.39, 0.27, 0.40, 0.21, 0.30, 0.30, -0.59]}

---

3.
{"formula": "CH5S3", "method": "ωB97M-V with the def2-TZVPD basis set", "e_above_lowest_ev": 0.4682, "gap_ha": 0.20846, "total_charge": -1, "molar_mass_g_mol": 113.3, "lumo_ev": 2.94, "symbols": ["C", "S", "S", "H", "H", "H", "H", "S", "H"], "positions_angstrom": [[0.690, -0.453, 0.263], [-0.224, 0.668, -0.815], [1.079, 0.893, -2.379], [0.735, -1.487, -0.074], [0.188, -0.442, 1.231], [1.702, -0.060, 0.382], [1.868, 1.887, -1.923], [-2.416, -0.334, 1.424], [-3.620, -0.672, 1.891]], "forces_ev_per_angstrom": [[0.4, 0.1, 0.3], [-0.3, -0.2, 0.1], [0.3, 0.0, -0.2], [-0.2, 0.1, -0.3], [-0.2, 0.1, -0.1], [0.0, -0.1, 0.0], [0.0, 0.0, 0.0], [0.2, 0.0, 0.1], [-0.2, 0.0, 0.0]], "mulliken_charge": [-0.81, 0.06, -0.31, 0.29, 0.26, 0.29, 0.11, -0.80, -0.09]}

---

4.
{"formula": "C5H9NO3", "method": "ωB97M-V with the def2-TZVPD basis set", "e_above_lowest_ev": 2.8196, "gap_ha": 0.38888, "total_charge": 0, "molar_mass_g_mol": 131.1, "lumo_ev": 0.77, "symbols": ["C", "C", "C", "N", "C", "C", "O", "O", "O", "H", "H", "H", "H", "H", "H", "H", "H", "H"], "positions_angstrom": [[-1.410, -0.082, -1.076], [1.973, -0.440, 0.651], [0.110, 1.714, -0.010], [0.925, -0.566, -0.346], [-2.118, -0.457, 0.209], [-0.230, 0.243, -0.139], [0.571, -1.919, -0.500], [-3.199, -0.842, 0.513], [-1.056, -0.208, 1.014], [0.187, -2.249, 0.334], [-1.832, 0.755, -1.624], [-1.231, -0.920, -1.745], [2.445, 0.532, 0.549], [1.594, -0.567, 1.673], [2.711, -1.211, 0.438], [0.631, 1.906, 0.923], [0.733, 2.012, -0.849], [-0.807, 2.299, -0.014]], "forces_ev_per_angstrom": [[0.3, 0.0, 0.0], [0.0, -0.2, 0.0], [0.0, -0.3, 0.2], [0.0, 0.1, 0.0], [-0.4, -0.1, -0.5], [-0.1, 0.2, -0.6], [-0.1, -0.3, 0.0], [0.0, 0.0, 0.2], [0.2, 0.0, 0.5], [0.1, 0.3, 0.0], [0.0, 0.1, 0.1], [-0.1, 0.0, 0.1], [0.0, 0.1, 0.1], [0.0, 0.0, 0.0], [0.0, 0.1, 0.0], [0.1, 0.1, 0.1], [0.1, 0.1, -0.1], [0.0, 0.0, 0.0]], "mulliken_charge": [-0.64, -0.93, -1.84, -0.04, 0.42, 1.41, -0.47, -0.55, -0.48, 0.34, 0.32, 0.25, 0.34, 0.32, 0.31, 0.40, 0.37, 0.45]}

---

5.
{"formula": "C8H22ClMnSiYb", "method": "ωB97M-V with the def2-TZVPD basis set", "e_above_lowest_ev": 2.0058, "gap_ha": [0.17172, 0.19884], "total_charge": -1, "spin_multiplicity": 6, "s_squared": 8.837, "molar_mass_g_mol": 409.8, "lumo_ev": [1.53, 1.41], "symbols": ["Mn", "Cl", "C", "H", "H", "H", "Yb", "C", "C", "C", "H", "H", "H", "H", "H", "H", "H", "H", "C", "Si", "C", "C", "C", "H", "H", "H", "H", "H", "H", "H", "H", "H", "H", "H"], "positions_angstrom": [[-1.156, 0.315, -0.536], [-2.616, 1.968, -0.884], [-2.511, -1.077, -0.405], [-2.165, -1.994, 0.082], [-2.853, -1.260, -1.432], [-3.311, -0.593, 0.177], [0.249, -1.601, -2.900], [1.892, -0.031, -3.277], [-1.643, -0.570, -3.729], [0.188, -1.238, -0.533], [-2.454, -1.315, -3.737], [-2.114, 0.365, -3.389], [-1.341, -0.422, -4.784], [2.901, -0.424, -3.063], [1.863, 0.197, -4.361], [1.806, 0.926, -2.740], [-0.081, -2.133, 0.062], [1.291, -1.149, -0.492], [2.284, -0.324, 1.849], [0.651, 0.594, 2.025], [-0.674, -0.529, 2.756], [0.980, 1.914, 3.343], [0.110, 1.483, 0.449], [2.664, -0.553, 2.856], [3.034, 0.295, 1.339], [2.186, -1.266, 1.301], [-0.406, -0.718, 3.809], [-1.666, -0.051, 2.734], [-0.739, -1.497, 2.241], [1.571, 2.746, 2.935], [0.040, 2.324, 3.738], [1.541, 1.488, 4.187], [-0.446, 2.417, 0.645], [0.924, 1.711, -0.265]], "forces_ev_per_angstrom": [[1.1, -0.4, 0.0], [-0.7, 0.6, -0.4], [-1.4, -0.9, 0.2], [-0.2, 0.0, -0.1], [-0.3, -0.2, 0.3], [-0.1, -0.4, -0.2], [-0.4, 1.0, 1.8], [0.3, -0.1, -0.5], [0.1, -0.1, -0.3], [0.4, -1.2, -1.6], [0.0, 0.0, -0.1], [0.3, -0.2, 0.0], [-0.2, 0.1, 0.0], [-0.1, 0.1, -0.1], [0.2, 0.1, 0.2], [-0.2, -0.3, -0.1], [0.0, 0.4, -0.1], [-0.2, 0.4, 0.1], [0.2, -0.3, 0.3], [-0.1, 1.1, -1.2], [0.1, -0.2, 0.3], [0.1, 0.0, 0.4], [1.0, 0.6, 0.8], [0.0, 0.0, -0.1], [-0.2, -0.1, 0.1], [0.0, 0.2, 0.1], [-0.2, 0.0, -0.2], [0.2, -0.1, 0.0], [0.0, 0.3, 0.1], [-0.1, -0.2, 0.0], [0.2, 0.0, -0.1], [-0.1, 0.1, 0.0], [0.3, -0.3, 0.1], [0.0, -0.1, 0.5]], "mulliken_charge": [0.04, -0.57, -1.03, 0.26, 0.32, 0.31, 0.66, -1.23, -1.32, -1.43, 0.37, 0.23, 0.35, 0.35, 0.39, 0.18, 0.39, 0.68, -1.06, 0.40, -0.96, -1.14, -0.67, 0.33, 0.29, 0.36, 0.33, 0.26, 0.28, 0.27, 0.29, 0.28, 0.57, 0.25]}

---

6.
{"formula": "C5H14NO", "method": "ωB97M-V with the def2-TZVPD basis set", "e_above_lowest_ev": 1.1624, "gap_ha": 0.40724, "total_charge": 1, "molar_mass_g_mol": 104.2, "lumo_ev": -3.14, "symbols": ["C", "C", "N", "C", "C", "C", "H", "H", "H", "H", "H", "H", "H", "H", "H", "H", "H", "H", "H", "H", "O"], "positions_angstrom": [[0.478, -1.471, -1.447], [0.337, -0.425, -0.386], [1.311, -0.517, 0.767], [1.398, 0.871, 1.427], [0.354, 1.713, 0.587], [0.410, 1.068, -0.766], [0.694, -2.448, -1.000], [1.359, -1.265, -2.071], [-0.338, -1.574, -2.154], [-0.630, -0.529, 0.101], [2.186, -0.864, 0.390], [0.999, -1.143, 1.506], [0.982, 0.833, 2.430], [2.447, 1.135, 1.497], [-0.578, 1.389, 1.054], [0.549, 2.763, 0.780], [1.414, 1.093, -1.208], [-0.261, 1.465, -1.521], [-4.283, -0.562, -0.828], [-4.751, -0.806, 0.763], [-4.079, -0.723, 0.080]], "forces_ev_per_angstrom": [[1.8, -0.5, -0.3], [-2.6, 0.9, 0.1], [-0.2, 0.3, 0.3], [-1.0, 0.2, -0.4], [1.3, -1.1, 1.4], [1.6, -0.6, -0.5], [-0.4, 0.0, -0.1], [-0.1, 0.1, 0.1], [-0.4, 0.2, 0.4], [-0.2, -0.4, 0.1], [0.4, 0.1, 0.3], [0.0, -0.5, -0.4], [0.3, -0.5, 0.1], [0.0, 0.4, -0.4], [-0.3, 0.7, -0.1], [-0.2, 0.1, -0.6], [0.1, 0.8, -0.1], [-0.4, -0.5, 0.1], [-1.3, 0.1, -0.2], [-0.5, 0.2, -1.1], [2.0, -0.3, 1.3]], "mulliken_charge": [-1.50, -0.02, -0.06, -0.62, -0.56, -0.70, 0.39, 0.38, 0.37, 0.40, 0.38, 0.38, 0.34, 0.37, 0.30, 0.39, 0.32, 0.43, 0.31, 0.32, -0.63]}